The following is a DFT calculation (ωB97M-V/def2-TZVPD) of C11H18N2O2 as an isolated structure in a non-equilibrium geometry.

As for the net charge: +2. The value obtained for the HOMO energy is -16.18 eV. The HOMO-LUMO gap is 7.01 eV. The calculation puts the LUMO energy at -9.1735 eV.

Element x y z (Å)
1 C -2.06218 -1.01854 -0.18671
2 C -1.91025 0.33567 0.12944
3 C 0.19401 -0.61560 0.20552
4 C -0.53148 -2.87443 -0.21930
5 C 2.63535 1.17491 1.00953
6 C 2.18045 1.28757 -0.97215
7 C 2.79358 0.26232 -0.15539
8 C -3.08963 -1.80488 -0.86093
9 C -2.50956 2.80813 0.05891
10 C 3.91174 -1.56316 0.78924
11 C -2.92834 1.39544 0.07351
12 N -0.47273 0.52620 0.33987
13 N -0.69869 -1.60394 -0.09500
14 O 1.72883 2.00154 0.18367
15 O 3.37916 -0.84020 -0.31843
16 H 0.52387 -3.43923 -0.29730
17 H -1.35683 -3.49090 -0.39757
18 H 2.34841 0.77513 2.04981
19 H 3.62398 1.61815 1.33439
20 H 2.95908 1.84776 -1.46695
21 H 1.48648 1.08972 -1.70861
22 H -3.89924 -1.04899 -1.15150
23 H -3.62721 -2.53974 -0.24240
24 H -2.67464 -2.22743 -1.73054
25 H -1.76836 2.94694 -0.67619
26 H -2.02085 3.13185 1.01943
27 H -3.17506 3.57873 -0.39768
28 H 3.29993 -2.45128 0.87931
29 H 3.86111 -1.03228 1.70780
30 H 4.88462 -1.74879 0.52333
31 H -3.37107 1.15659 -0.90454
32 H -3.68623 1.03499 0.73284
33 H -0.02827 1.32777 0.74458

***

The following is a DFT calculation (ωB97M-V/def2-TZVPD) of an isolated molecule of C11H18N2O4S2.

The value obtained for the HOMO energy is -9.10 eV. The HOMO-LUMO gap is 9.61 eV. The calculation puts the LUMO energy at 0.5164 eV. As for the SMILES: CC[C@@H](C)NS(=O)(=O)c1ccc(NS(C)(=O)=O)cc1.

Element x y z (Å)
1 C -4.99960 -0.28379 0.68512
2 C -4.40132 0.52023 -0.46500
3 C -3.07863 1.22465 -0.11927
4 C -3.26711 2.42530 0.80348
5 N -2.10321 0.32168 0.47265
6 S -1.52428 -0.92439 -0.48117
7 O -1.71032 -0.57458 -1.85867
8 O -2.04142 -2.17968 -0.00569
9 C 0.21551 -0.84343 -0.09381
10 C 0.79836 -1.80848 0.70391
11 C 2.14614 -1.72948 0.99833
12 C 2.91135 -0.67374 0.49733
13 N 4.26128 -0.59781 0.78576
14 S 5.40774 0.27831 -0.06422
15 C 5.35359 -0.46201 -1.71163
16 O 5.01179 1.64680 -0.15331
17 O 6.64737 -0.05070 0.56491
18 C 2.30583 0.30377 -0.29582
19 C 0.95878 0.21174 -0.58841
20 H -5.96853 -0.67864 0.38927
21 H -4.35899 -1.12760 0.93380
22 H -5.14254 0.33199 1.57087
23 H -4.20647 -0.15614 -1.29907
24 H -5.11442 1.27676 -0.79893
25 H -2.62164 1.55757 -1.05660
26 H -3.91382 3.15861 0.32970
27 H -2.30566 2.88598 1.01326
28 H -3.71477 2.12098 1.74612
29 H -2.41432 -0.04836 1.35871
30 H 0.18668 -2.61720 1.07089
31 H 2.61476 -2.47971 1.61778
32 H 4.65532 -1.32661 1.35717
33 H 5.98381 0.13564 -2.35743
34 H 5.73456 -1.47136 -1.63600
35 H 4.32950 -0.44837 -2.06091
36 H 2.89475 1.13523 -0.64649
37 H 0.46994 0.94684 -1.20666

***

The following is a DFT calculation (ωB97M-V/def2-TZVPD) of C11H18N9O2SV as an isolated structure.

As for the net charge: +3. The value obtained for the HOMO energy (spin up / spin down) is -19.04 / -19.26 eV. As for the multiplicity: 2. The HOMO-LUMO gap (spin up / spin down) is 7.28 / 8.05 eV. The calculation puts the LUMO energy (spin up / spin down) at -11.7587 / -11.2146 eV. The expectation value of S² is 0.825.

Element x y z (Å)
1 V -0.31573 0.65060 0.43823
2 C 0.22093 -4.02543 4.08171
3 C -0.61784 -2.96432 3.40223
4 N 0.16515 -1.70088 3.27857
5 C 0.37711 -1.00601 2.21426
6 S 1.29951 0.44834 2.10894
7 N -0.38840 -1.31264 1.03094
8 N 0.34668 -1.02081 -0.06263
9 C 1.17655 -1.38381 -0.96334
10 C 1.64577 -2.76230 -1.21613
11 C 1.60097 -0.15962 -1.68664
12 C 2.51073 -0.14904 -2.71817
13 C 2.91031 1.08455 -3.24314
14 C 2.37994 2.24337 -2.71082
15 C 1.45187 2.15305 -1.67570
16 N 1.06079 0.98712 -1.16601
17 H -0.38495 -4.92294 4.19696
18 H 0.53474 -3.71476 5.07798
19 H 1.10164 -4.28132 3.49486
20 H -1.50532 -2.70405 3.98051
21 H -0.92652 -3.24194 2.39718
22 H 0.59447 -1.35982 4.13676
23 H 1.14351 -3.47397 -0.56559
24 H 2.72624 -2.81748 -1.05449
25 H 1.45779 -3.02619 -2.25933
26 H 2.92108 -1.07246 -3.10463
27 H 3.63433 1.12591 -4.04630
28 H 2.67585 3.21741 -3.07515
29 H 1.02461 3.04797 -1.23812
30 N -1.88160 1.04938 -2.16263
31 N -2.26076 2.39744 -2.01008
32 C -2.30215 2.93305 -0.78743
33 N -2.95087 4.04871 -0.55344
34 N -1.62135 2.22182 0.16135
35 N -2.14902 2.14086 1.43275
36 O -1.68108 1.09766 1.96251
37 O -2.89183 2.89882 1.93964
38 H -1.22381 0.99584 -2.93497
39 H -2.70491 0.50336 -2.41270
40 H -2.69575 2.88320 -2.78720
41 H -3.55684 4.46636 -1.24860
42 H -2.90186 4.50498 0.34789

***

The following is a DFT calculation (ωB97M-V/def2-TZVPD) of a 3-piece molecular cluster, C11H18NO3 overall in a non-equilibrium geometry.

As for the net charge: +1. The value obtained for the HOMO energy is -12.72 eV. The HOMO-LUMO gap is 7.72 eV. The calculation puts the LUMO energy at -4.9962 eV.

Element x y z (Å)
1 C 0.36963 0.32286 1.37068
2 C 2.13611 -1.37450 1.47003
3 C 0.48483 0.40681 2.71421
4 C 1.89806 -1.47967 2.80995
5 C 1.26031 -0.56516 0.57779
6 C 1.13054 -0.55054 3.50098
7 C -0.30254 1.50640 -4.50699
8 C -3.00248 -0.79970 0.04172
9 C 1.83198 -0.30346 -0.78864
10 C -0.95114 2.14523 -3.23353
11 C -2.18910 -1.95190 0.22128
12 N 1.08312 -0.57136 4.84822
13 O 0.15357 2.45757 -2.27027
14 O -1.05716 -2.02510 0.66537
15 O 0.76618 -1.07609 -0.55071
16 H 0.02015 1.14630 0.67175
17 H 2.88814 -1.94870 0.97661
18 H 0.02375 1.29154 3.10272
19 H 2.24654 -2.30732 3.38057
20 H -0.37427 0.42621 -4.56986
21 H -0.81760 1.89836 -5.44992
22 H 0.74326 1.74460 -4.49423
23 H -3.16150 -0.57728 -1.08430
24 H -3.98037 -0.99391 0.58871
25 H -2.54923 0.04256 0.48640
26 H 2.78221 -0.83560 -1.02417
27 H 1.64560 0.67852 -1.20878
28 H -1.56322 1.49421 -2.66735
29 H -1.56448 3.01703 -3.47009
30 H 0.79211 2.88017 -2.79801
31 H -2.70840 -2.84482 -0.06579
32 H 0.31354 -0.08015 5.33378
33 H 1.65188 -1.17311 5.42186

***

The following is a DFT calculation (ωB97M-V/def2-TZVPD) of a 2-piece molecular cluster, C11H18O overall in a non-equilibrium geometry.

The value obtained for the HOMO energy is -8.35 eV. The HOMO-LUMO gap is 9.16 eV. The calculation puts the LUMO energy at 0.8059 eV. As for the SMILES: CCc1ccc(O)cc1.CCC.

Element x y z (Å)
1 C -2.58323 -1.96377 2.47660
2 C -1.63149 -1.91030 1.32201
3 C -1.47880 -0.53111 0.69938
4 C -0.33780 0.24382 0.89438
5 C -0.09892 1.42154 0.19942
6 C -1.02535 1.77716 -0.77690
7 O -0.92934 2.87299 -1.59778
8 C -2.25547 1.11350 -0.85862
9 C -2.49036 -0.02938 -0.09469
10 H -2.67886 -3.01080 2.83168
11 H -3.54716 -1.47938 2.29557
12 H -2.30055 -1.34872 3.30525
13 H -0.60109 -2.20840 1.61998
14 H -2.00696 -2.60056 0.58114
15 H 0.25125 0.11069 1.80872
16 H 0.80797 1.95076 0.52423
17 H -0.05264 3.25214 -1.48103
18 H -2.96927 1.53804 -1.57954
19 H -3.50376 -0.43371 -0.14909
20 C 4.03668 -1.94667 -0.44261
21 C 3.19688 -0.66526 -0.37963
22 C 3.78048 0.32882 -1.43250
23 H 3.54601 -2.77601 -0.95184
24 H 4.93428 -1.72138 -1.01512
25 H 4.23991 -2.34519 0.54670
26 H 3.27829 -0.28669 0.65284
27 H 2.17560 -0.42106 -0.61604
28 H 4.76810 0.75085 -1.27341
29 H 3.02681 1.09466 -1.66421
30 H 3.75939 -0.13022 -2.44316

***

The following is a DFT calculation (ωB97M-V/def2-TZVPD) of an isolated molecule of C11H18O2 in a non-equilibrium geometry.

The value obtained for the HOMO energy is -9.73 eV. The HOMO-LUMO gap is 10.49 eV. The calculation puts the LUMO energy at 0.7601 eV. As for the SMILES: CCCCCCC1OCC#CCO1.

Element x y z (Å)
1 C -2.32968 0.22422 2.47841
2 C -2.73781 1.20744 1.34937
3 C -1.71656 1.34088 0.23591
4 C -1.65811 0.12011 -0.65192
5 C -0.80859 0.32879 -1.91612
6 C 0.60311 0.81972 -1.57871
7 C 1.46328 -0.26382 -0.92021
8 O 2.78980 -0.17848 -1.46794
9 C 3.67130 -1.34287 -1.31902
10 C 3.48458 -1.84126 -0.01540
11 C 2.77481 -1.73861 0.93930
12 C 1.62814 -1.03995 1.45103
13 O 1.40676 0.02186 0.51130
14 H -2.02222 -0.75794 2.08750
15 H -1.45814 0.61504 2.97711
16 H -3.13846 0.11253 3.22410
17 H -2.98558 2.14705 1.79452
18 H -3.66351 0.79479 0.92036
19 H -0.77555 1.52429 0.72275
20 H -1.89414 2.25418 -0.37820
21 H -2.67269 -0.08336 -1.00992
22 H -1.27317 -0.76094 -0.10859
23 H -1.25862 1.08049 -2.56879
24 H -0.74500 -0.58480 -2.52336
25 H 1.05697 1.10211 -2.57174
26 H 0.59053 1.74059 -0.98842
27 H 1.02855 -1.28611 -1.12681
28 H 4.72322 -1.09333 -1.47742
29 H 3.36310 -2.09380 -2.05116
30 H 1.78595 -0.63788 2.44073
31 H 0.76773 -1.73095 1.54132

***

The following is a DFT calculation (ωB97M-V/def2-TZVPD) of an isolated molecule of C11H18O3Si in a non-equilibrium geometry.

The value obtained for the HOMO energy is -9.11 eV. The HOMO-LUMO gap is 10.01 eV. The calculation puts the LUMO energy at 0.8978 eV. As for the SMILES: CO[Si](CCc1ccccc1)(OC)OC.

Element x y z (Å)
1 C -1.63271 -0.05530 0.96171
2 O -0.34454 0.12649 1.45857
3 Si 0.54366 1.42722 0.93228
4 C 0.64993 1.47732 -0.94021
5 C 1.14805 0.23815 -1.71803
6 C 0.16542 -0.88787 -1.73805
7 C -0.90150 -0.95340 -2.62656
8 C -1.78425 -1.98717 -2.61116
9 C -1.56573 -3.05452 -1.77051
10 C -0.53936 -3.06258 -0.86546
11 C 0.35986 -1.98591 -0.84751
12 O 2.01401 1.38586 1.75160
13 C 2.65470 0.15253 1.93323
14 O -0.30123 2.83173 1.27328
15 C -0.57933 3.07696 2.61333
16 H -1.75063 -1.13263 0.80311
17 H -2.33662 0.32637 1.70068
18 H -1.71166 0.49363 0.01011
19 H -0.35198 1.75233 -1.25324
20 H 1.28124 2.35615 -1.10575
21 H 1.40769 0.51937 -2.74023
22 H 2.08360 -0.09787 -1.23888
23 H -1.05916 -0.14248 -3.30602
24 H -2.60480 -1.98728 -3.32574
25 H -2.23160 -3.91764 -1.82208
26 H -0.36638 -3.89313 -0.20482
27 H 1.19606 -1.96973 -0.17376
28 H 2.00917 -0.52006 2.49411
29 H 2.93892 -0.30730 0.97049
30 H 3.55846 0.34128 2.47668
31 H -1.56831 3.50149 2.72535
32 H -0.52576 2.14183 3.16665
33 H 0.14479 3.80616 3.01685

***

The following is a DFT calculation (ωB97M-V/def2-TZVPD) of an isolated molecule of C11H18O4 in a non-equilibrium geometry.

The value obtained for the HOMO energy is -10.02 eV. The HOMO-LUMO gap is 9.36 eV. The calculation puts the LUMO energy at -0.6595 eV. As for the SMILES: C=CC(=O)OCCCCCCCOC=O.

Element x y z (Å)
1 C -0.95580 4.91391 -2.12850
2 C -1.33230 3.48486 -2.43019
3 C -2.31451 2.62635 -1.43085
4 O -2.68208 3.20066 -0.28201
5 O -2.83765 1.25275 -1.73416
6 C -1.81380 0.34329 -1.15082
7 C -2.22575 -0.27486 0.31154
8 C -1.60866 -1.75998 0.63659
9 C 0.06038 -1.81742 0.54006
10 C 0.57704 -2.22751 2.04016
11 C 2.17538 -2.00158 2.31758
12 C 2.92914 -0.97841 1.28328
13 O 3.30802 -1.60824 -0.01418
14 C 2.98439 -0.71190 -1.14491
15 O 2.65161 -1.31720 -2.31263
16 H -1.05705 5.30979 -1.01761
17 H -0.54899 5.67701 -2.92330
18 H -0.93475 3.00386 -3.44031
19 H -1.49183 -0.52799 -1.86396
20 H -0.85214 1.02353 -0.96463
21 H -1.80103 0.46080 1.12745
22 H -3.41376 -0.30465 0.34009
23 H -2.13204 -2.55837 -0.04174
24 H -1.91508 -2.00975 1.76251
25 H 0.38283 -0.75488 0.17150
26 H 0.27724 -2.66083 -0.27644
27 H 0.38461 -3.40123 2.14563
28 H -0.07967 -1.74355 2.91177
29 H 2.25982 -1.50160 3.39847
30 H 2.80114 -3.01129 2.40853
31 H 2.26405 -0.04907 1.02438
32 H 3.89094 -0.54730 1.84323
33 H 3.05028 0.47081 -1.10654

***

What energy relative to the best compared isomer or geometry (same formula, charge and spin) values result from the calculations? In sequence: 2.165 0.000 0.589 4.895 1.462 1.676 0.000 10.679 eV.
What E_tot values result from the calculations? In sequence: -18751.1527 -44539.3072 -65697.0767 -19321.0035 -13745.2036 -15790.2188 -25722.1409 -19879.9638 eV.